ORCA calculation (wB97M-V/def2-TZVPD) on a structure of composition C38H24Cl2IKN2O5P in a non-equilibrium geometry.

```
74
Properties=species:S:1:pos:R:3:forces:R:3
K -10.7465 5.2344 17.2837 0.1 0.1 0.2
O -11.8638 6.9369 19.2034 0.4 -1.3 1.2
C -11.5837 6.3400 20.2557 0.5 1.9 -1.6
C -12.1175 5.1339 20.8114 -0.2 -1.4 -1.5
C -12.2764 5.2127 22.1598 -0.5 0.0 1.4
C -12.8562 4.1621 22.8657 -0.2 -0.8 -0.9
C -13.2033 2.9167 22.1802 0.0 0.9 0.9
C -13.0260 2.8157 20.8293 0.1 0.2 0.1
C -12.4489 3.8935 20.0357 0.5 0.3 0.2
O -12.1609 3.7141 18.8249 -0.3 0.5 0.9
N -13.2103 4.4268 24.2151 -0.2 0.0 0.8
O -13.7666 3.5399 24.8797 0.4 0.6 -0.5
O -12.9685 5.5589 24.6728 -0.3 -1.1 -0.1
H -10.8022 6.7951 20.9145 -0.4 0.2 -0.1
H -12.0445 6.1469 22.7221 -0.1 -0.9 -0.6
H -13.6037 2.0772 22.7770 0.2 0.7 -0.4
H -13.2867 1.9189 20.2637 0.1 0.2 0.3
I -11.4046 6.9971 14.4858 -0.8 -0.1 -0.3
C -13.4731 7.1467 13.8626 0.8 1.0 -0.1
C -13.7651 8.4452 13.4800 0.2 0.0 0.3
C -14.9026 8.7631 12.7194 -0.6 0.1 -0.1
C -15.7927 7.7686 12.3829 0.1 0.7 -0.1
C -15.5114 6.4399 12.7495 0.3 -0.5 0.1
C -16.3397 5.4361 12.1926 0.0 -1.2 0.2
C -16.0497 4.1035 12.4303 -0.8 0.8 -0.6
C -15.0175 3.7687 13.2996 0.6 -0.3 0.9
C -14.1846 4.6939 13.9185 -0.9 0.2 -1.1
P -13.0000 4.1593 15.1740 0.0 -0.5 0.4
C -11.7347 3.3400 14.1319 -0.1 -0.1 0.8
C -10.8287 2.4992 14.8013 -0.8 0.7 0.5
C -9.8470 1.8575 14.1024 1.1 -0.7 -0.5
C -9.7142 2.0461 12.7198 -0.7 0.8 -0.3
C -10.5670 2.9695 12.0768 0.7 -0.9 0.2
C -11.5751 3.5976 12.7854 -0.4 0.4 -0.5
C -13.8747 2.7326 15.9526 0.0 -0.6 -0.2
C -13.6801 1.3928 15.5958 0.1 0.1 -0.3
C -14.2039 0.3601 16.3569 -0.3 -0.6 0.1
C -15.0505 0.6186 17.4381 0.5 0.2 -0.2
C -15.2429 1.9557 17.8049 -0.5 -0.7 0.2
C -14.6658 2.9766 17.0741 0.0 0.6 0.0
C -14.3487 6.0756 13.5537 -0.7 0.0 -0.5
H -13.0961 9.2592 13.7891 -0.2 -0.5 -0.4
H -15.0334 9.7916 12.3670 -0.1 -0.4 0.3
H -16.7281 7.9614 11.8215 0.8 0.0 0.3
H -17.2060 5.7044 11.5709 0.5 0.0 0.3
H -16.6479 3.3033 11.9814 0.2 0.4 0.2
H -14.9305 2.7101 13.5555 0.2 0.3 0.0
H -10.9412 2.3739 15.8924 0.2 -0.1 -0.6
H -9.1336 1.2252 14.6396 -0.3 0.1 -0.2
H -8.9617 1.5323 12.1222 -0.1 0.1 0.4
H -10.4648 3.1732 11.0157 0.1 -0.1 0.1
H -12.2523 4.2876 12.2520 0.4 -0.4 0.4
H -13.1527 1.1198 14.6823 0.2 0.2 0.3
H -13.9364 -0.6739 16.0985 -0.3 0.5 0.0
H -15.5197 -0.2240 17.9585 0.2 0.5 0.0
H -15.8363 2.2009 18.6848 0.0 0.0 -0.2
H -14.8592 4.0053 17.3827 0.3 -0.2 0.0
Cl -7.1132 4.5862 13.0993 -0.6 0.6 -0.7
C -6.8206 4.2950 14.7635 0.2 -0.3 1.0
C -5.6127 3.6312 14.9996 1.2 -0.7 2.0
C -5.1506 3.2308 16.2771 -2.1 1.1 -1.0
Cl -3.6344 2.5242 16.6000 1.0 -0.4 -0.4
C -5.9928 3.4813 17.3915 -1.1 0.6 0.2
C -5.7181 3.1929 18.7589 0.6 -0.6 -0.2
C -6.6147 3.5128 19.7520 0.7 -0.3 0.1
C -7.8165 4.1149 19.3902 -0.2 -0.1 -0.6
N -8.1390 4.3846 18.1303 0.1 0.1 1.0
C -7.2609 4.1411 17.1440 0.6 0.0 -0.3
C -7.6890 4.6986 15.8167 0.3 -0.2 0.8
O -8.7003 5.4545 15.8086 0.5 -0.4 -1.1
H -4.9519 3.4577 14.1633 0.0 -0.1 -0.1
H -4.7925 2.6502 19.0305 -0.6 0.5 -0.3
H -6.3637 3.2624 20.7961 -0.3 0.3 -0.6
H -8.5386 4.3655 20.1520 -0.3 0.0 0.1
```
Forces are in eV/Å.

Values from the calculation:
- total charge = -1
- relative energy (zero: lowest compared OMol25 entry of this formula, charge and spin) (kcal per mole) = 0.0
- lowest unoccupied orbital energy (eV) = 1.62
- F_max (Eh/bohr) = 0.050
- E_tot (eV) = -111773.4898
- frontier orbital gap (eV) = 6.062

ORCA calculation (wB97M-V/def2-TZVPD) on a structure of composition C38H25BrF2N4OPSe2Ti.

```
75
Properties=species:S:1:pos:R:3:forces:R:3
Ti 0.2501 0.6697 -0.8369 0.0 0.0 0.1
F -1.3152 0.0434 4.2855 0.0 0.0 0.0
C -0.2985 0.1738 3.4293 0.0 0.0 0.0
C -0.5767 0.3648 2.0849 0.0 0.0 0.0
C 0.4803 0.4943 1.1982 0.0 0.1 0.0
C 1.8123 0.4379 1.6483 0.0 0.0 0.0
C 2.0216 0.2651 3.0111 0.0 0.0 0.0
F 3.2714 0.2155 3.5050 0.0 0.0 0.0
C 0.9895 0.1232 3.9176 0.0 0.0 0.0
C 2.8674 0.5085 0.6248 0.0 0.0 0.0
C 4.2381 0.4104 0.8392 0.0 0.0 0.0
C 5.0987 0.4283 -0.2450 0.0 0.0 0.0
C 4.5929 0.5468 -1.5302 0.0 0.0 0.0
C 3.2281 0.6669 -1.6747 0.0 0.0 0.0
N 2.3946 0.6571 -0.6308 0.0 0.0 0.0
H -1.6102 0.4139 1.7700 0.0 0.0 0.0
H 1.1902 -0.0237 4.9689 0.0 0.0 0.0
H 4.6241 0.3168 1.8398 0.0 0.0 0.0
H 6.1655 0.3477 -0.0833 0.0 0.0 0.0
H 5.2342 0.5565 -2.3989 0.0 0.0 0.0
H 2.7767 0.7825 -2.6530 0.0 0.0 0.0
Se 0.8545 3.0345 -1.6893 0.0 0.0 -0.1
P -1.2965 3.3535 -1.7674 -0.1 0.0 -0.1
Se -2.1447 1.4723 -1.0407 0.0 0.0 0.0
C -1.8419 3.6832 -3.4486 0.0 0.0 0.0
C -1.6578 4.9730 -3.9494 0.0 0.0 0.0
C -1.9976 5.2532 -5.2613 0.0 0.0 0.0
C -2.5203 4.2531 -6.0718 0.0 0.0 0.0
C -2.7030 2.9720 -5.5732 0.0 0.0 0.0
C -2.3622 2.6813 -4.2605 0.0 0.0 0.0
C -1.8196 4.7448 -0.7640 0.0 0.0 0.0
C -0.9698 5.3234 0.1720 0.0 0.0 0.0
C -1.4331 6.3654 0.9622 0.0 0.0 0.0
C -2.7362 6.8175 0.8208 0.0 0.0 0.0
C -3.5864 6.2343 -0.1117 0.0 0.0 0.0
C -3.1323 5.1978 -0.9072 0.0 0.0 0.0
H -1.2555 5.7553 -3.3169 0.0 0.0 0.0
H -1.8583 6.2525 -5.6508 0.0 0.0 0.0
H -2.7889 4.4762 -7.0958 0.0 0.0 0.0
H -3.1150 2.1966 -6.2047 0.0 0.0 0.0
H -2.5082 1.6831 -3.8692 0.0 0.0 0.0
H 0.0456 4.9651 0.2809 0.0 0.0 0.0
H -0.7742 6.8235 1.6872 0.0 0.0 0.0
H -3.0940 7.6302 1.4387 0.0 0.0 0.0
H -4.6019 6.5902 -0.2195 0.0 0.0 0.0
H -3.7923 4.7467 -1.6387 0.0 0.0 0.0
Br 0.0093 -3.0842 5.8621 0.0 0.0 0.0
C -0.2886 -4.2175 4.3775 0.0 0.0 0.0
C -1.2519 -3.8756 3.4410 0.0 0.0 0.0
C -1.4533 -4.6949 2.3409 0.0 0.0 0.0
C -0.6936 -5.8501 2.1938 0.0 0.0 0.0
C 0.2161 -6.2185 3.1747 0.0 0.0 0.0
C 0.4420 -5.3892 4.2603 0.0 0.0 0.0
N -0.8525 -6.7748 1.1018 0.0 0.0 0.1
N -0.8243 -6.4043 -0.0756 0.0 0.0 -0.1
C -0.5667 -5.0307 -0.4150 0.0 0.0 0.0
C -1.5389 -4.3409 -1.0796 0.0 0.0 0.0
C -1.3622 -2.9787 -1.3841 0.0 0.0 0.0
C -0.2042 -2.3461 -1.0350 -0.1 0.0 0.0
O -0.0688 -1.0113 -1.2400 0.2 0.1 -0.1
C 0.8729 -3.0580 -0.4364 0.0 0.0 0.0
N 2.0265 -2.3929 -0.1737 0.0 0.0 0.0
C 3.0126 -3.0715 0.3520 0.0 0.0 0.0
C 2.9569 -4.4510 0.6392 0.0 0.0 0.0
C 1.8002 -5.1255 0.3897 0.0 0.0 0.0
C 0.6933 -4.4277 -0.1474 0.0 0.0 0.0
H -1.8406 -2.9777 3.5714 0.0 0.0 0.0
H -2.2055 -4.4358 1.6090 0.0 0.0 0.0
H 0.7524 -7.1536 3.0743 0.0 0.0 0.0
H 1.1662 -5.6576 5.0165 0.0 0.0 0.0
H -2.4673 -4.8382 -1.3280 0.0 0.0 0.0
H -2.1497 -2.4149 -1.8664 0.0 0.0 0.0
H 3.9239 -2.5177 0.5597 0.0 0.0 0.0
H 3.8244 -4.9521 1.0450 0.0 0.0 0.0
H 1.7263 -6.1874 0.5814 0.0 0.0 0.0
```
Forces are in eV/Å.

Values from the calculation:
- total charge = +1
- relative energy (zero: lowest compared OMol25 entry of this formula, charge and spin) (kcal per mole) = 15.5
- lowest unoccupied orbital energy (eV) = -3.63
- F_max (Eh/bohr) = 0.005
- E_tot (eV) = -286391.0481
- frontier orbital gap (eV) = 6.782

ORCA calculation (wB97M-V/def2-TZVPD) on a structure of composition C38H25F15IrN3O2P.

```
85
Properties=species:S:1:pos:R:3:forces:R:3
Ir -0.9096 -0.2892 -0.5120 0.0 0.3 0.4
C -2.4240 -2.6438 0.8086 0.0 0.0 0.0
N -1.5851 -2.2848 -0.3519 0.0 -0.1 0.0
C -2.3488 -2.6710 -1.5766 0.0 0.0 0.0
C -1.8297 -1.9607 -2.7998 0.0 0.0 0.0
N -1.7256 -0.5554 -2.4617 0.2 0.0 -0.1
C -1.4508 0.2398 -3.5731 -0.1 0.0 0.1
C -2.2787 1.3242 -3.8960 0.0 0.1 0.0
F -3.3781 1.5726 -3.1818 0.0 0.0 -0.2
C -2.0548 2.1435 -4.9880 0.0 0.0 0.0
F -2.8846 3.1642 -5.2482 0.0 0.0 0.0
C -1.0107 1.8809 -5.8517 0.0 0.0 0.0
F -0.7950 2.6625 -6.9192 0.0 0.0 0.0
C -0.2053 0.7871 -5.6094 0.0 0.0 0.0
F 0.8138 0.5143 -6.4383 0.0 0.0 0.0
C -0.4295 -0.0053 -4.4997 0.0 0.0 -0.1
F 0.4140 -1.0364 -4.3247 0.0 0.0 0.0
C -0.3512 -3.1113 -0.1995 -0.1 0.0 0.0
C 0.7559 -2.7456 -1.1489 0.0 0.0 -0.1
N 0.9107 -1.3059 -1.1649 0.0 0.0 0.2
C 2.1323 -0.8071 -1.5169 0.0 0.1 -0.1
C 3.3899 -1.4011 -1.2532 0.0 0.0 0.0
F 3.4991 -2.5902 -0.6030 -0.1 0.0 0.0
C 4.6080 -0.8248 -1.5671 0.0 0.0 0.0
F 5.7408 -1.4536 -1.2042 0.0 0.0 0.0
C 4.6780 0.4010 -2.1842 0.0 0.0 0.0
F 5.8608 0.9806 -2.4566 0.0 0.0 0.0
C 3.4826 1.0051 -2.5252 0.0 0.0 0.0
F 3.5045 2.1575 -3.2084 0.0 0.0 0.0
C 2.2730 0.4098 -2.2343 0.0 0.0 0.0
F 1.2072 1.0062 -2.7680 0.0 0.0 0.1
H -3.3624 -2.1073 0.7756 0.1 0.0 0.0
H -2.6246 -3.7212 0.7845 0.0 0.0 0.0
H -1.8969 -2.4029 1.7257 0.0 0.0 0.0
H -3.3767 -2.3592 -1.4064 0.0 0.0 0.0
H -2.3221 -3.7614 -1.6787 0.0 0.0 0.0
H -2.5668 -2.1089 -3.6031 0.0 0.0 0.0
H -0.8996 -2.4166 -3.1476 0.0 0.0 0.0
H -0.6280 -4.1674 -0.3015 0.0 0.0 0.0
H -0.0114 -2.9450 0.8247 0.0 0.0 0.0
H 0.5458 -3.1458 -2.1515 0.0 0.0 0.0
H 1.6308 -3.2890 -0.7977 0.0 0.0 0.0
O -0.2138 3.6036 -1.2018 0.0 0.1 0.0
C -0.1071 2.7654 -0.3393 0.1 -0.2 0.3
O 0.2068 1.5064 -0.5041 -0.1 0.1 -0.5
C -0.2161 3.1069 1.1305 -0.1 0.0 -0.1
C -0.3546 4.4301 1.5173 0.0 0.0 0.0
C -0.4408 4.7614 2.8599 0.0 0.0 0.0
C -0.3995 3.7549 3.8120 0.0 0.0 0.0
C -0.2761 2.4262 3.4272 0.0 0.0 0.0
C -0.1812 2.0830 2.0820 0.0 0.0 -0.1
P 0.0405 0.3276 1.5511 0.0 -0.3 0.1
C -0.4403 -0.5077 3.1410 -0.1 0.0 -0.1
C -1.8080 -0.6832 3.3679 0.0 0.0 0.0
C -2.2760 -1.2219 4.5569 0.0 0.0 0.0
C -1.3837 -1.6003 5.5504 0.0 0.0 0.0
C -0.0242 -1.4214 5.3466 0.0 0.0 0.0
C 0.4413 -0.8748 4.1570 0.0 0.0 0.0
C 1.8606 0.1619 1.5811 0.0 0.0 0.0
C 2.6924 1.2614 1.3905 0.0 0.0 0.0
C 4.0722 1.1181 1.4263 0.0 0.0 0.0
C 4.6392 -0.1243 1.6677 0.0 0.0 0.0
C 3.8189 -1.2285 1.8458 0.0 0.0 0.0
C 2.4415 -1.0876 1.7796 0.0 0.0 0.1
H -0.3911 5.1806 0.7380 0.0 0.0 0.0
H -0.5430 5.7958 3.1637 0.0 0.0 0.0
H -0.4689 3.9980 4.8653 0.0 0.0 0.0
H -0.2595 1.6642 4.1938 0.0 0.0 0.0
H -2.5168 -0.3795 2.6101 0.0 0.0 0.0
H -3.3420 -1.3420 4.7055 0.0 0.0 0.0
H -1.7460 -2.0239 6.4789 0.0 0.0 0.0
H 0.6834 -1.6979 6.1186 0.0 0.0 0.0
H 1.5039 -0.7177 4.0362 0.0 0.0 0.0
H 2.2638 2.2369 1.2055 0.0 0.0 0.0
H 4.7032 1.9822 1.2603 0.0 0.0 0.0
H 5.7158 -0.2371 1.6926 0.0 0.0 0.0
H 4.2509 -2.2091 1.9973 0.0 0.0 0.0
H 1.8144 -1.9644 1.8911 0.0 0.0 0.0
F -2.5899 1.9327 -0.8714 0.0 0.0 0.2
C -2.6380 0.8058 -0.0860 0.1 0.1 0.0
F -2.6974 1.3360 1.2236 0.0 0.0 0.0
C -4.1180 0.3457 -0.2259 0.1 0.0 -0.1
F -4.4774 -0.4299 0.8320 -0.1 0.1 0.0
F -4.3821 -0.3649 -1.3242 -0.1 0.1 0.0
F -4.9542 1.3928 -0.2169 0.0 -0.1 0.0
```
Forces are in eV/Å.

Values from the calculation:
- total charge = -1
- lowest unoccupied orbital energy (eV) = 2.13
- F_max (Eh/bohr) = 0.010
- E_tot (eV) = -101269.2691
- frontier orbital gap (eV) = 6.637